{
  "formula": "C22H57Ca3N3O16S2",
  "method": "ωB97M-V with the def2-TZVPD basis set",
  "multiplicity": 1,
  "total_charge": 2,
  "e_homo_ha": -0.3675,
  "e_lumo_ev": -5.76,
  "energy_ha": -5069.4546,
  "orbital_gap_ev": 4.24,
  "de_lowest_kcal_mol": 0.0,
  "max_force_ev_per_a": 10.75,
  "species": ["Ca", "Ca", "Ca", "S", "O", "O", "O", "O", "S", "O", "O", "O", "O", "C", "O", "H", "H", "H", "H", "C", "O", "C", "C", "N", "C", "C", "O", "C", "H", "H", "H", "H", "H", "H", "H", "H", "H", "H", "H", "H", "H", "H", "H", "C", "O", "C", "C", "N", "C", "C", "O", "C", "H", "H", "H", "H", "H", "H", "H", "H", "H", "H", "H", "H", "H", "H", "H", "C", "O", "C", "C", "N", "C", "C", "O", "C", "H", "H", "H", "H", "H", "H", "H", "H", "H", "H", "H", "H", "H", "H", "H", "C", "C", "C", "O", "H", "H", "H", "H", "H", "H", "H", "H"],
  "coordinates": [[-1.637, -2.405, -1.577], [1.385, 2.476, -0.303], [1.911, -2.763, 2.426], [0.586, -0.297, 0.162], [0.209, 0.956, 0.883], [-0.525, -0.886, -0.430], [1.583, 0.143, -0.802], [1.235, -1.235, 1.039], [-0.106, -4.964, 0.472], [-0.718, -3.864, -0.179], [-1.131, -5.659, 1.227], [0.371, -5.946, -0.483], [0.902, -4.546, 1.337], [-3.659, -3.239, 1.080], [-3.010, -2.220, 0.380], [-3.073, -3.649, 1.902], [-4.410, -2.675, 1.634], [-4.200, -3.941, 0.446], [-2.797, -1.473, 0.945], [3.319, 1.171, -2.965], [2.520, 2.266, -2.453], [2.995, 3.529, -2.970], [2.281, 4.788, -2.360], [2.244, 4.697, -0.880], [1.291, 5.617, -0.360], [0.817, 5.339, 1.133], [0.885, 3.944, 1.359], [0.782, 3.781, 2.785], [4.344, 1.506, -3.123], [2.979, 0.952, -3.978], [3.205, 0.249, -2.394], [2.886, 3.620, -4.051], [4.008, 3.808, -2.681], [1.324, 4.765, -2.882], [2.783, 5.732, -2.568], [3.152, 4.934, -0.509], [0.470, 5.591, -1.077], [1.662, 6.641, -0.298], [-0.172, 5.776, 1.272], [1.470, 6.021, 1.677], [-0.221, 3.416, 3.007], [0.943, 4.697, 3.354], [1.457, 2.970, 3.058], [3.743, -2.769, -0.566], [3.715, -2.825, 0.885], [4.621, -1.911, 1.316], [4.853, -1.935, 2.787], [3.751, -1.703, 3.614], [3.199, -0.356, 3.503], [1.927, -0.145, 4.360], [0.963, -0.893, 3.642], [-0.340, -0.449, 4.125], [3.084, -3.505, -1.027], [4.725, -2.895, -1.023], [3.351, -1.827, -0.950], [4.438, -0.942, 0.852], [5.565, -2.179, 0.841], [5.679, -1.333, 3.165], [5.258, -2.924, 2.998], [4.181, -1.798, 4.523], [3.024, -0.015, 2.482], [3.966, 0.329, 3.865], [1.667, 0.914, 4.350], [1.956, -0.499, 5.390], [-1.232, -0.724, 3.563], [-0.476, 0.631, 4.072], [-0.562, -0.562, 5.186], [-5.896, -2.692, -1.998], [-4.773, -2.163, -2.593], [-4.626, -0.759, -2.368], [-3.548, -0.161, -3.258], [-2.225, -0.599, -2.887], [-1.420, -0.713, -4.102], [0.052, -1.160, -3.796], [0.002, -2.409, -3.081], [1.262, -3.022, -3.172], [-6.815, -2.358, -2.479], [-5.961, -2.351, -0.965], [-6.019, -3.773, -1.928], [-4.337, -0.579, -1.332], [-5.525, -0.148, -2.444], [-3.617, 0.926, -3.220], [-3.827, -0.411, -4.281], [-1.845, 0.233, -2.459], [-1.347, 0.268, -4.571], [-1.806, -1.394, -4.861], [0.653, -0.382, -3.325], [0.596, -1.228, -4.738], [2.156, -2.534, -2.784], [1.465, -3.243, -4.220], [1.282, -3.886, -2.507], [-4.886, 0.433, 1.565], [-3.559, 1.105, 1.151], [-3.329, 2.401, 1.986], [-2.520, 0.207, 1.413], [-4.855, 0.140, 2.615], [-5.249, -0.397, 0.959], [-5.640, 1.219, 1.613], [-3.573, 1.296, 0.078], [-4.210, 3.042, 2.018], [-2.555, 2.963, 1.465], [-3.248, 2.242, 3.061], [-1.652, 0.579, 1.239]],
  "forces_ev_per_a": [[-0.907, -2.518, 2.261], [0.290, -1.150, -0.630], [-1.509, -2.008, -0.880], [2.837, 0.389, 1.897], [-0.635, 0.810, 0.727], [-3.540, -0.724, -2.003], [1.240, 1.443, -1.795], [0.490, -0.377, 0.848], [-4.727, -9.511, -1.648], [-1.681, 5.658, -3.303], [-1.096, 0.570, 1.482], [1.671, 0.737, -1.518], [6.531, 4.222, 5.039], [-1.420, 0.815, 2.049], [0.820, -0.010, -2.144], [0.488, -0.768, -0.770], [-0.854, -0.376, 0.170], [0.694, -0.096, -0.045], [0.072, 0.418, 0.329], [-0.091, 0.101, -1.267], [0.469, 1.113, 0.351], [0.285, 2.016, 0.651], [0.268, -1.567, -0.307], [0.014, -1.048, -0.489], [-1.907, 0.984, 1.350], [0.595, 1.383, -3.331], [0.245, 1.644, 1.477], [-0.751, -1.675, 0.485], [0.144, -0.160, 0.608], [-0.257, -0.034, -0.113], [0.032, 0.580, 0.378], [0.107, -0.418, -0.043], [0.672, -1.335, -0.240], [-0.613, 0.538, 0.937], [0.160, -0.262, -0.883], [0.399, -0.137, -0.133], [-0.355, 0.233, 0.337], [-0.004, 0.192, -0.489], [-0.304, -0.451, -0.012], [0.413, -1.009, 0.988], [-0.117, 0.110, 0.052], [0.346, -0.114, -0.300], [0.190, 0.281, 0.227], [-1.119, -0.416, -0.730], [-1.313, -1.168, -1.695], [2.763, 1.593, -0.542], [2.410, -0.976, -0.630], [-2.092, -0.106, 1.021], [0.638, 1.466, 1.863], [1.102, -0.636, -1.541], [-2.553, 0.711, 1.509], [-1.019, 0.923, -0.062], [0.050, -0.416, 0.796], [0.341, -0.203, 0.689], [-0.008, 0.462, 0.565], [-0.499, 0.568, 0.378], [0.574, 0.039, 0.264], [0.372, 0.704, -0.948], [-0.336, -0.408, 0.087], [-0.840, -0.088, 0.639], [-0.326, -0.608, -0.108], [0.178, 0.381, 0.143], [-0.022, 0.078, 0.035], [0.442, 0.037, 0.105], [0.623, -1.110, -0.389], [0.909, 0.502, -0.532], [0.622, -1.067, 0.167], [-2.122, 0.096, 1.415], [1.658, 0.794, -0.996], [0.296, 0.231, 0.582], [-2.290, -0.209, -0.220], [0.356, 0.811, -1.322], [2.419, -0.017, -0.358], [-1.420, 0.495, -0.657], [1.139, 1.934, -0.915], [1.167, -1.777, 0.293], [-0.059, 0.263, -0.260], [-0.013, 0.098, 0.322], [1.038, -0.109, -0.554], [0.212, -0.299, 0.459], [-0.537, -0.479, -0.594], [-0.114, 0.141, 0.147], [0.388, -0.255, -0.138], [0.415, -0.220, 0.741], [0.003, 0.111, -0.343], [-0.453, -0.149, 0.418], [-0.248, -0.065, 1.086], [-0.268, -0.754, -0.356], [-0.435, 1.413, -0.017], [-0.028, -0.434, 0.077], [-0.636, -0.593, -0.488], [0.097, 0.962, 0.431], [-1.212, 0.216, 1.365], [-1.115, -0.121, -0.970], [0.345, -1.008, 0.522], [0.409, -0.408, 0.003], [0.289, 0.079, -0.076], [-0.241, -0.050, -0.531], [-0.126, 0.470, -0.182], [-0.216, 0.075, -0.731], [0.424, 0.180, 0.698], [0.976, -0.498, -0.131], [0.301, 0.325, -0.103]]
}